Entry from the Open Molecules 2025 dataset: an isolated ion of composition C4H6NO2 and charge -1 at a distorted geometry (ωB97M-V/def2-TZVPD).

The calculation puts the highest occupied orbital energy at -1.75 eV. Its total charge is -1. Its HOMO-LUMO gap is 5.79 eV. The calculation puts the total energy at -361.1332 Eh. Its structure (SMILES) is C=C1[C@H](O)CN1[O-]. The calculation puts the energy relative to the best compared isomer or geometry (same formula, charge and spin) at 4.748 eV. Its max |F| is 2.86 eV/A.

XYZ file:
```
13
Properties=species:S:1:pos:R:3:forces:R:3
O -1.955 -0.529 0.442 1.4 1.0 1.5
O 2.589 -0.330 0.125 -1.6 0.4 0.0
N 1.249 -0.262 -0.099 -1.3 0.7 -0.2
C 0.215 0.688 -0.085 0.1 -0.8 -1.0
C 0.311 -1.387 -0.109 1.8 -1.6 -1.5
C -0.839 -0.408 -0.428 1.2 -0.3 0.5
C 0.071 2.045 0.099 -1.7 -1.7 -0.8
H -1.221 -0.430 -1.448 0.2 0.0 -0.1
H 0.567 -2.247 -0.857 -0.4 1.4 0.7
H -1.442 -0.233 1.251 -1.7 -0.4 -0.6
H -0.895 2.559 -0.214 1.7 -0.6 0.7
H 0.971 2.428 0.462 1.0 1.7 0.4
H 0.379 -1.893 0.861 -0.8 0.0 0.3
```
Forces are in eV/Å.